Entry 1:
89
Properties=species:S:1:pos:R:3:forces:R:3 method="wB97M-V/def2-TZVPD" e_homo_ev=-8.18 total_charge=0 e_above_lowest_kcal_mol=0.0 multiplicity=1 homo_lumo_gap_ev=6.83 max_force_ev_per_a=0.8
W 0.2923 0.2697 0.7843 -0.47 -0.56 -0.29
S -0.1362 0.9924 3.1599 -0.14 0.24 0.09
C 0.9741 2.1812 2.6619 0.05 0.16 -0.05
N 1.5461 1.9199 1.5057 0.13 0.07 0.50
C 2.3226 2.9757 1.0411 0.11 -0.06 -0.09
C 3.0282 3.0262 -0.1542 0.05 0.04 -0.02
C 3.7727 4.1564 -0.4272 0.00 0.04 0.04
C 3.8290 5.2189 0.4778 0.00 0.00 -0.02
C 3.1379 5.1706 1.6747 -0.02 0.01 0.02
C 2.3782 4.0403 1.9456 0.01 -0.04 -0.04
S 1.3883 3.6999 3.3458 0.02 0.02 -0.01
H 2.9847 2.1930 -0.8401 0.02 0.07 0.02
H 4.3197 4.2200 -1.3586 0.00 -0.01 0.00
H 4.4162 6.0952 0.2387 0.00 0.00 0.00
H 3.1766 5.9952 2.3735 0.00 0.00 0.00
C 2.9700 -0.6207 2.8126 0.02 0.00 0.01
Si 3.4509 -0.6150 1.0081 0.00 -0.07 -0.05
C 4.0044 -2.3799 0.6587 0.02 0.01 0.01
C 4.9011 0.5749 0.9073 0.01 0.00 0.00
N 2.1614 -0.1261 -0.1732 -0.02 -0.03 -0.16
C 2.4673 -0.3224 -1.4991 0.04 -0.08 -0.01
C 3.7486 -0.7484 -1.9444 0.01 -0.01 -0.07
C 4.0647 -0.9761 -3.2689 0.00 0.01 0.07
C 3.1500 -0.7840 -4.3003 -0.04 0.01 -0.03
C 1.9042 -0.3138 -3.9526 -0.04 0.04 -0.06
C 1.6205 -0.1073 -2.6177 0.04 -0.12 0.07
O -0.2811 -0.3486 -1.1133 -0.10 0.12 -0.10
C -1.2297 0.4371 -3.2982 0.31 0.16 -0.08
C -1.7443 1.6758 -3.9430 -0.07 0.02 0.02
C -2.0676 1.4053 -5.3775 -0.02 -0.07 -0.02
C -2.3117 0.1627 -5.8081 0.01 0.06 0.03
C -2.2210 -0.9861 -4.9204 -0.01 -0.04 0.00
C -1.6573 -0.8763 -3.7063 0.05 -0.07 -0.04
H 3.8515 -1.0777 3.2780 0.00 0.02 0.03
H 2.1118 -1.2415 3.0596 0.03 -0.01 0.00
H 2.8445 0.3634 3.2599 -0.02 0.00 0.00
H 3.7198 -3.0248 1.4918 -0.01 0.00 0.00
H 5.0936 -2.4205 0.5657 0.00 -0.01 0.01
H 3.5789 -2.8025 -0.2491 0.00 0.00 -0.01
H 5.7912 0.0703 1.2941 -0.01 0.00 0.01
H 4.7189 1.4470 1.5376 0.00 0.01 -0.01
H 5.1326 0.9385 -0.0932 0.00 0.00 -0.02
H 4.5337 -0.9130 -1.2256 0.00 0.01 0.03
H 5.0677 -1.3120 -3.5003 0.00 0.00 0.00
H 3.4113 -0.9722 -5.3310 -0.01 0.01 0.00
H 1.1381 -0.0894 -4.6884 0.02 -0.01 -0.01
H -1.0703 2.5179 -3.8265 0.00 -0.01 -0.01
H -2.1669 2.2611 -6.0317 0.01 0.01 0.01
H -2.6020 -0.0016 -6.8375 0.00 0.00 0.00
H -2.6088 -1.9398 -5.2538 0.01 0.00 0.01
H -1.5513 -1.7090 -3.0243 -0.02 -0.01 -0.02
O 0.2621 -1.2757 1.4696 0.38 0.04 0.23
S 1.1702 -3.9538 -0.6695 -0.06 0.08 0.05
C 1.4221 -4.8876 0.8254 -0.02 -0.05 -0.09
C 1.9282 -6.1798 0.7349 0.02 -0.01 0.04
C 2.1798 -6.9080 1.8890 0.00 0.01 -0.01
C 1.9256 -6.3472 3.1331 0.00 -0.01 -0.01
C 1.4165 -5.0591 3.2222 -0.01 0.00 0.01
C 1.1648 -4.3258 2.0710 0.01 0.00 0.00
C -0.5411 -4.2461 -1.0402 0.01 -0.07 -0.06
C -1.5058 -4.5217 -0.0799 0.01 0.02 0.01
C -2.8283 -4.6920 -0.4605 -0.01 0.00 0.01
C -3.2023 -4.5872 -1.7921 0.03 0.00 0.00
C -2.2350 -4.3209 -2.7505 -0.03 0.02 -0.02
C -0.9095 -4.1530 -2.3803 0.02 -0.03 0.01
H 2.1253 -6.6069 -0.2396 0.00 0.01 -0.01
H 2.5761 -7.9124 1.8154 0.00 0.00 0.00
H 2.1220 -6.9153 4.0333 0.00 0.00 0.00
H 1.2114 -4.6221 4.1913 0.00 0.00 0.00
H 0.7593 -3.3249 2.1245 0.02 0.02 0.03
H -1.2319 -4.5890 0.9642 -0.01 0.00 -0.01
H -3.5747 -4.8945 0.2968 0.00 0.00 0.00
H -4.2370 -4.7154 -2.0806 0.00 0.00 0.00
H -2.5105 -4.2555 -3.7965 0.00 0.00 0.00
H -0.1512 -3.9645 -3.1324 0.00 -0.01 0.01
Cl 0.0412 0.6098 -2.3116 -0.33 0.01 0.25
C 0.4390 2.1161 -1.7484 0.14 0.52 -0.19
Cl -3.2793 2.2237 -3.1145 0.00 -0.01 0.00
Cl 1.2577 3.0929 -2.9349 -0.02 -0.24 -0.04
C -0.4578 2.8020 -0.7541 0.01 -0.01 0.08
O -0.7518 3.9613 -0.8827 0.03 0.11 -0.05
O -0.7214 2.0460 0.2688 -0.16 -0.24 0.02
F -2.0951 -1.5505 0.4152 0.00 -0.03 -0.03
C -1.9769 -0.2116 0.6774 -0.01 -0.08 -0.04
F -2.5992 0.4141 -0.3576 0.00 0.06 -0.02
C -2.9183 0.0254 1.8747 0.04 -0.01 0.02
F -3.0225 1.3154 2.1830 -0.02 0.04 0.00
F -4.1477 -0.4255 1.5943 -0.02 -0.02 0.00
F -2.4903 -0.6436 2.9593 0.02 -0.02 0.03

Entry 2:
81
Properties=species:S:1:pos:R:3:forces:R:3 method="wB97M-V/def2-TZVPD" e_homo_ev="-10.77 / -10.83" total_charge=+1 multiplicity=5 homo_lumo_gap_ev="7.10 / 7.14" max_force_ev_per_a=1.3
Fe 0.2856 0.1764 1.0598 0.59 0.99 -0.52
O 2.2910 3.4361 -0.6353 0.39 0.12 0.00
C 1.9497 2.3787 -0.1212 -0.62 -0.06 -0.24
N 0.7014 1.8911 -0.0615 -0.34 -0.94 0.62
C -0.3612 2.7475 -0.5324 0.30 0.06 -0.12
C -1.4751 2.7756 0.4772 0.04 0.27 -0.21
C -2.3201 3.8737 0.5992 -0.06 -0.21 0.10
C -3.3108 3.8541 1.5651 0.11 -0.17 0.02
C -3.4125 2.7455 2.3930 0.15 0.02 -0.03
C -2.5326 1.6955 2.1998 -0.26 0.05 0.24
N -1.5951 1.7019 1.2601 0.51 -0.45 -0.03
C 2.9632 1.4725 0.5267 0.41 0.20 -0.01
C 4.3067 1.5869 0.1946 -0.16 -0.04 0.12
C 5.2139 0.7355 0.8013 -0.19 -0.02 0.00
C 4.7506 -0.1754 1.7406 -0.09 0.05 0.02
C 3.3963 -0.1955 2.0323 0.31 -0.14 0.18
N 2.5211 0.6003 1.4334 -0.56 -0.12 -0.22
H 0.0251 3.7585 -0.7170 -0.18 -0.16 -0.02
H -0.7661 2.3634 -1.4786 0.00 0.13 -0.03
H -2.1804 4.7332 -0.0373 0.03 0.05 -0.11
H -3.9872 4.6877 1.6757 -0.03 0.11 0.05
H -4.1557 2.6938 3.1719 -0.07 -0.03 0.08
H -2.5801 0.8065 2.8140 -0.01 -0.02 0.06
H 4.5965 2.3347 -0.5274 0.01 0.03 -0.04
H 6.2608 0.7797 0.5446 0.11 0.00 0.00
H 5.4212 -0.8595 2.2366 0.04 -0.03 0.07
H 2.9976 -0.8705 2.7823 0.01 -0.08 -0.03
Se 0.0386 -1.5744 4.3316 0.01 0.29 -0.05
N 0.0403 -0.1002 3.3374 0.36 0.49 -0.76
C 0.6187 0.8836 4.0459 -0.46 -0.96 -0.05
C 0.8217 2.2037 3.6017 0.21 0.80 -0.13
C 1.4335 3.0901 4.4429 -0.42 -0.27 -0.86
C 1.8517 2.7128 5.7379 0.08 -0.65 0.72
C 1.6582 1.4457 6.2096 0.34 0.76 0.27
C 1.0444 0.4948 5.3648 -0.41 -0.76 -0.39
N 0.8171 -0.7783 5.6714 0.29 0.21 0.67
H 0.5069 2.4788 2.6034 0.04 0.12 0.04
H 1.6022 4.1054 4.1171 0.01 0.07 -0.07
H 2.3322 3.4546 6.3587 0.01 -0.01 0.10
H 1.9572 1.1572 7.2046 0.06 -0.05 0.07
C 0.6803 -3.0703 -1.7788 -0.09 -0.12 0.03
C 0.4808 -2.0463 -0.7100 0.42 -0.05 0.07
O 1.4308 -1.4928 -0.1724 -0.29 0.34 0.37
O -0.7188 -1.6642 -0.3257 -1.03 -0.04 0.35
H 1.0341 -2.5459 -2.6671 -0.05 -0.01 -0.05
H -0.2293 -3.6109 -2.0183 0.07 -0.01 -0.07
H 1.4626 -3.7647 -1.4786 0.03 0.08 0.07
C -2.6580 -3.4992 -5.0728 0.01 0.01 0.01
C -2.8266 -4.5344 -4.1681 -0.02 -0.08 -0.08
C -2.7877 -4.2790 -2.8079 -0.02 -0.04 0.23
C -2.5700 -2.9878 -2.3451 -0.05 0.06 1.06
C -2.3941 -1.9552 -3.2598 0.05 0.16 0.24
C -2.4442 -2.2076 -4.6186 0.03 0.08 -0.05
Ge -2.4247 -2.5887 -0.3971 0.19 0.30 -0.07
C -3.6572 -1.1953 0.2895 0.59 -0.78 -0.34
C -4.2056 -1.3443 1.5590 0.17 -0.20 0.05
C -5.1111 -0.4156 2.0414 -0.13 0.04 0.07
C -5.4754 0.6666 1.2590 -0.08 -0.15 -0.02
C -4.9455 0.8127 -0.0115 -0.02 0.07 -0.10
C -4.0464 -0.1188 -0.4984 0.05 0.01 -0.15
C -2.1732 -4.0095 0.9798 -0.23 0.61 -0.79
C -1.1293 -3.9364 1.8951 0.11 0.21 -0.12
C -1.0581 -4.8332 2.9482 0.07 0.01 0.10
C -2.0267 -5.8140 3.0949 0.02 0.00 0.01
C -3.0658 -5.9008 2.1824 -0.04 -0.04 0.03
C -3.1410 -4.9984 1.1347 -0.04 0.11 -0.16
H -2.6826 -3.6950 -6.1329 -0.02 -0.05 -0.12
H -2.9802 -5.5420 -4.5232 -0.03 -0.09 -0.02
H -2.9061 -5.0872 -2.0992 -0.03 -0.15 -0.01
H -2.1859 -0.9554 -2.9017 0.00 0.11 -0.09
H -2.3083 -1.3985 -5.3219 0.02 0.03 -0.04
H -3.9309 -2.1992 2.1659 0.00 0.01 0.07
H -5.5357 -0.5322 3.0265 -0.05 -0.06 0.12
H -6.1824 1.3897 1.6344 -0.08 0.09 0.04
H -5.2374 1.6537 -0.6208 -0.03 0.08 -0.11
H -3.6609 -0.0164 -1.5032 0.01 0.09 -0.06
H -0.3692 -3.1666 1.7904 0.00 -0.07 0.00
H -0.2500 -4.7545 3.6641 0.03 -0.07 0.00
H -1.9784 -6.5061 3.9224 0.03 -0.05 0.05
H -3.8246 -6.6623 2.2952 -0.02 -0.02 -0.01
H -3.9684 -5.0519 0.4400 -0.11 -0.08 -0.03

Entry 3:
81
Properties=species:S:1:pos:R:3:forces:R:3 method="wB97M-V/def2-TZVPD" e_homo_ev="-9.79 / -9.83" total_charge=+1 e_above_lowest_kcal_mol=6.4 multiplicity=2 homo_lumo_gap_ev="5.57 / 5.75" max_force_ev_per_a=2.1
Pd 0.6885 0.1165 -0.8626 0.23 0.10 -2.07
C 5.0082 -0.6090 -1.4877 0.06 -0.11 -0.04
C 5.5356 0.6684 -1.5152 0.11 0.13 0.02
C 4.6799 1.7571 -1.4984 0.14 0.09 -0.09
C 3.3108 1.5460 -1.4493 -0.13 0.18 -0.05
N 2.8108 0.3078 -1.4454 0.10 -0.15 0.89
C 3.6366 -0.7397 -1.4526 -0.16 -0.05 -0.22
C 2.3159 2.6599 -1.3932 0.04 -0.13 -0.04
C 2.6963 3.9877 -1.3921 0.14 0.11 -0.03
C 1.7203 4.9725 -1.3395 0.12 0.12 -0.01
C 0.3946 4.6013 -1.3156 -0.15 0.00 -0.03
C 0.0824 3.2496 -1.3188 0.15 -0.06 -0.05
N 1.0216 2.3038 -1.3481 0.05 0.06 0.49
H 5.6423 -1.4851 -1.4884 -0.04 0.03 -0.02
H 6.6083 0.8185 -1.5465 -0.06 0.02 0.00
H 5.0809 2.7594 -1.5253 0.02 -0.04 0.01
H 3.1620 -1.7111 -1.4624 -0.03 -0.04 0.11
H 3.7401 4.2657 -1.4283 -0.06 0.01 0.01
H 2.0029 6.0184 -1.3216 0.00 -0.07 -0.01
H -0.3991 5.3364 -1.2844 0.03 -0.06 0.00
H -0.9371 2.8999 -1.2981 -0.16 -0.07 0.04
N -7.0561 -1.7753 -4.3846 0.21 0.06 0.11
C -6.0447 -1.3009 -3.5926 -0.12 -0.04 -0.05
C -5.9829 -1.6450 -2.2350 -0.10 -0.05 -0.03
C -4.9489 -1.1944 -1.4436 -0.01 -0.05 0.12
C -3.9731 -0.3778 -1.9918 0.09 0.00 -0.15
C -4.0248 -0.0058 -3.3327 -0.05 0.00 0.02
C -5.0526 -0.4656 -4.1285 0.02 0.02 -0.03
S -2.6720 0.2277 -1.0082 0.16 0.02 -0.37
O -2.5623 1.6434 -1.2718 0.19 0.04 0.06
O -2.8624 -0.1799 0.3593 0.01 -0.07 0.00
N -1.2608 -0.4061 -1.6233 -0.05 -0.62 1.13
C -1.0392 -1.7693 -1.4737 -0.47 0.17 -0.02
N -2.0402 -2.6420 -1.3424 0.06 -0.03 -0.09
C -1.7179 -3.9226 -1.2477 -0.06 0.09 0.01
C -0.4051 -4.3792 -1.2836 -0.10 -0.11 -0.05
C 0.5630 -3.4067 -1.3577 0.34 0.21 -0.14
N 0.2746 -2.1072 -1.4525 -0.39 0.15 0.33
H -7.7946 -2.3307 -4.0009 -0.05 -0.02 0.05
H -7.1294 -1.4967 -5.3422 -0.02 0.04 -0.08
H -6.7629 -2.2677 -1.8112 0.05 0.00 0.00
H -4.8869 -1.4669 -0.3957 0.00 0.02 -0.11
H -3.2645 0.6528 -3.7395 -0.08 -0.07 0.02
H -5.1105 -0.1736 -5.1712 0.04 -0.02 0.04
H -2.5472 -4.6127 -1.1197 0.04 0.02 -0.05
H -0.1535 -5.4303 -1.2427 -0.03 0.09 0.04
H 1.6161 -3.6682 -1.3432 0.00 0.02 0.03
C -0.2434 4.4378 2.7365 0.05 -0.03 0.00
C 0.9860 3.8957 3.0956 -0.02 0.02 -0.01
C 1.3039 2.5925 2.7365 -0.05 0.04 -0.02
C 0.3840 1.8258 2.0181 -0.16 0.05 -0.31
C -0.8507 2.3772 1.6547 0.06 0.04 0.18
C -1.1625 3.6788 2.0213 -0.01 -0.01 0.01
Ge 0.7680 -0.0012 1.5381 0.11 0.03 1.12
C 2.5687 -0.5229 2.0346 0.10 0.02 -0.32
C 2.7895 -1.7248 2.7119 0.04 0.05 -0.02
C 4.0710 -2.0740 3.1192 0.03 0.02 0.01
C 5.1407 -1.2265 2.8599 -0.04 -0.03 0.00
C 4.9299 -0.0213 2.1999 -0.01 0.03 -0.05
C 3.6528 0.3227 1.7809 0.05 -0.08 0.14
C -0.4987 -1.2794 2.2153 -0.17 -0.11 -0.52
C -0.3939 -2.6261 1.8563 -0.18 0.01 0.22
C -1.3366 -3.5428 2.3016 0.05 0.05 -0.02
C -2.3944 -3.1129 3.0937 0.00 0.05 0.00
C -2.5037 -1.7743 3.4522 0.01 -0.04 0.00
C -1.5663 -0.8553 3.0064 0.08 -0.03 0.04
H -0.4881 5.4535 3.0248 0.01 -0.05 -0.01
H 1.6960 4.4858 3.6631 -0.04 -0.02 -0.02
H 2.2556 2.1677 3.0361 -0.06 0.06 0.01
H -1.5758 1.7893 1.1034 0.01 0.02 0.02
H -2.1269 4.0966 1.7538 0.07 -0.03 0.00
H 1.9562 -2.3764 2.9463 0.07 0.01 0.00
H 4.2320 -3.0037 3.6517 0.00 0.04 -0.03
H 6.1384 -1.5006 3.1826 -0.05 0.02 0.00
H 5.7611 0.6517 2.0187 -0.05 -0.05 0.00
H 3.4928 1.2741 1.2861 0.04 -0.02 -0.07
H 0.4308 -2.9646 1.2417 -0.02 -0.02 -0.03
H -1.2475 -4.5888 2.0310 -0.01 0.05 0.00
H -3.1394 -3.8239 3.4318 0.05 0.04 0.00
H -3.3301 -1.4433 4.0691 0.03 -0.02 -0.02
H -1.6625 0.1905 3.2773 -0.04 -0.06 -0.04

Entry 4:
94
Properties=species:S:1:pos:R:3:forces:R:3 method="wB97M-V/def2-TZVPD" e_homo_ev=-2.03 total_charge=-2 multiplicity=1 homo_lumo_gap_ev=5.24 max_force_ev_per_a=2.1
Tl -0.1532 0.6919 -0.5271 -0.19 0.71 1.58
N 3.0751 -0.9182 0.6535 0.07 -0.13 0.65
P 1.6394 -1.7400 0.2125 0.53 -1.03 -0.21
C 2.4767 -3.1679 -0.6277 -0.31 0.09 -0.03
C 3.3838 -3.9647 0.0631 0.07 -0.03 -0.03
C 4.0696 -4.9678 -0.5929 0.14 -0.03 0.13
C 3.8680 -5.1783 -1.9490 0.02 -0.07 -0.15
C 2.9406 -4.4163 -2.6351 0.11 -0.12 -0.05
C 2.2419 -3.4233 -1.9698 -0.15 0.14 0.05
C 1.2461 -2.6666 1.7367 0.08 0.14 0.06
C 0.3056 -3.6802 1.5662 0.00 -0.06 -0.19
C -0.1595 -4.4082 2.6425 -0.06 -0.07 -0.09
C 0.3289 -4.1332 3.9114 0.14 -0.02 0.24
C 1.2733 -3.1371 4.0897 0.08 -0.13 0.13
C 1.7247 -2.3909 3.0098 0.14 -0.15 -0.11
C 3.3197 0.3561 0.2262 0.37 0.28 -0.53
C 4.4002 1.0866 0.7390 0.15 0.05 -0.07
C 4.6096 2.3618 0.2738 -0.08 -0.12 -0.07
C 3.7891 2.8675 -0.7304 0.03 0.10 -0.05
C 2.7805 2.0593 -1.2058 0.23 0.15 -0.10
N 2.5385 0.8361 -0.7411 0.34 0.01 0.23
H 3.5397 -1.1660 1.5183 0.05 0.04 -0.16
H 3.5496 -3.8011 1.1203 0.02 -0.01 0.06
H 4.7681 -5.5875 -0.0462 0.08 -0.03 0.02
H 4.4420 -5.9328 -2.4679 0.00 -0.13 -0.04
H 2.7566 -4.5748 -3.6870 -0.01 -0.03 -0.12
H 1.5131 -2.8407 -2.5097 -0.07 0.13 -0.09
H -0.0625 -3.8762 0.5631 -0.06 -0.08 0.12
H -0.9086 -5.1789 2.4998 0.02 0.08 -0.03
H -0.0258 -4.6945 4.7656 -0.05 -0.04 0.04
H 1.6562 -2.9163 5.0799 -0.05 0.00 0.02
H 2.4215 -1.5802 3.1896 0.06 -0.03 -0.04
H 5.0278 0.6550 1.5034 -0.03 0.01 0.04
H 5.4066 2.9627 0.6881 0.09 0.04 0.01
H 3.9315 3.8575 -1.1327 -0.03 0.10 -0.03
H 2.1383 2.3996 -2.0089 -0.15 0.02 -0.05
Se -3.9889 -3.2954 2.1355 0.07 -0.52 -0.29
Sb -3.0658 -4.1454 -0.2675 -0.60 0.00 -0.12
Se -3.2033 -1.1791 1.5040 -1.59 0.41 1.32
Se -2.1270 -1.6631 -0.4281 0.01 -1.16 -1.21
Se -5.0027 -4.1978 -1.7171 0.30 -0.04 0.21
C -4.5390 3.4979 0.1776 0.01 -0.08 0.05
C -4.6913 2.3528 -0.5849 0.13 0.12 0.06
C -3.7260 1.3653 -0.4878 -0.40 -0.14 -0.20
N -2.6856 1.4471 0.3294 0.39 0.04 -0.08
C -2.5650 2.5241 1.0919 -0.11 0.12 0.23
C -3.4610 3.5778 1.0452 -0.03 0.12 0.02
H -5.2514 4.3095 0.1046 0.01 0.02 -0.01
H -5.5209 2.2296 -1.2647 -0.05 0.01 -0.05
H -3.8063 0.4578 -1.0786 0.10 0.01 0.02
H -1.7162 2.5375 1.7641 0.03 0.08 0.02
H -3.2998 4.4484 1.6637 0.01 0.05 0.04
I 0.1381 -0.3228 -2.9177 0.11 -0.64 -1.45
I 0.6587 -1.6849 -5.4399 0.22 -0.41 -0.57
N -3.5611 -1.1170 -6.5307 -0.23 -0.39 -0.24
C -3.0712 -0.0838 -5.7626 0.10 0.65 0.15
C -3.7550 0.3382 -4.6172 0.11 -0.08 -0.09
C -3.3034 1.4317 -3.9099 -0.08 0.07 0.12
C -2.1575 2.0979 -4.3039 0.14 0.42 0.28
C -1.4746 1.6984 -5.4401 0.00 0.15 0.07
C -1.9396 0.6278 -6.1755 -0.16 -0.05 0.07
S -1.6105 3.4775 -3.3281 0.10 -0.67 0.19
O -0.5441 4.1583 -4.0275 -0.06 -0.03 -0.32
O -2.7761 4.2661 -2.9904 -0.11 0.00 -0.05
N -1.0129 2.7570 -1.9836 -0.94 -0.22 -1.42
C -0.4638 3.5484 -1.1019 0.04 1.41 -0.16
S -0.4262 5.3039 -1.2198 0.50 0.12 0.79
C 0.4619 5.3339 0.2903 -0.21 0.15 -0.27
C 0.6521 4.0855 0.7561 0.15 0.36 0.32
N 0.1329 3.0988 -0.0189 -0.29 -1.15 -0.20
H -4.1674 -1.7589 -6.0399 0.18 -0.04 -0.07
H -2.8788 -1.5704 -7.1201 -0.02 -0.08 0.18
H -4.6295 -0.2059 -4.2867 -0.08 -0.03 0.04
H -3.8302 1.7971 -3.0423 -0.08 -0.08 0.03
H -0.5860 2.2362 -5.7307 0.14 0.00 -0.06
H -1.4082 0.3020 -7.0570 0.07 0.00 -0.06
H 0.7882 6.2599 0.7180 0.09 0.17 0.15
H 1.1634 3.8124 1.6630 0.10 0.06 0.07
O -0.5784 -0.5672 1.7019 0.63 0.96 0.15
C 0.1960 0.0590 2.4358 -1.13 -0.72 -0.08
N 1.1269 0.8627 1.9717 1.05 1.17 0.40
S 2.0641 1.3924 3.1870 0.23 -0.15 0.51
O 2.2184 2.8231 3.2118 -0.17 0.01 0.05
O 3.2981 0.6354 3.2574 -0.04 -0.01 0.22
C 1.0405 0.7742 4.5299 -0.17 -0.22 -0.79
C 1.1218 0.8529 5.8991 0.19 0.17 0.20
C 0.2171 0.0993 6.6411 0.12 0.09 0.07
C -0.7099 -0.7305 6.0228 -0.04 0.01 -0.05
C -0.7750 -0.8075 4.6412 -0.02 0.15 -0.07
C 0.1079 -0.0342 3.9093 -0.18 0.08 0.63
H 1.8629 1.4802 6.3752 0.00 0.02 0.08
H 0.2384 0.1623 7.7199 0.04 -0.02 0.09
H -1.3841 -1.3283 6.6200 -0.04 0.00 0.07
H -1.4782 -1.4504 4.1361 -0.12 -0.09 -0.16